{
  "formula": "C5H11NO",
  "method": "wB97M-V/def2-TZVPD",
  "e_tot_ha": -327.10927,
  "relative_energy_kcal_mol": 13.86,
  "homo_ev": -9.47,
  "elements": ["C", "C", "C", "N", "C", "O", "C", "H", "H", "H", "H", "H", "H", "H", "H", "H", "H", "H"],
  "positions_angstrom": [[-2.2985, -0.2733, -0.6828], [-1.4798, 0.8285, -0.0201], [-0.6017, 0.3196, 1.1265], [0.4419, -0.6169, 0.6759], [1.5642, 0.0126, 0.1610], [1.5922, 1.2332, 0.2293], [2.8315, -0.5200, -0.5307], [-2.9261, 0.1226, -1.4878], [-1.6436, -1.0356, -1.1204], [-2.9566, -0.7661, 0.0438], [-0.8332, 1.3178, -0.7575], [-2.1504, 1.6053, 0.3710], [-0.0738, 1.1637, 1.5714], [-1.2172, -0.1419, 1.9081], [0.2021, -1.6011, 0.6784], [2.8379, -0.0388, -1.5185], [3.0519, -1.5816, -0.6441], [3.6594, -0.0281, -0.0034]],
  "forces_ev_per_angstrom": [[-0.039, -0.076, -0.023], [0.018, 0.041, 0.001], [-0.069, 0.029, 0.083], [0.283, 0.224, -0.199], [0.090, 0.556, -0.059], [-0.050, 0.224, 0.010], [-0.154, -0.168, 0.078], [0.094, -0.061, 0.113], [-0.113, 0.077, 0.047], [0.078, 0.050, -0.111], [-0.083, -0.065, 0.127], [0.122, -0.127, -0.004], [-0.202, -0.117, 0.049], [0.154, -0.199, -0.208], [0.668, 0.288, -0.304], [-0.167, -0.311, 0.195], [-0.384, -0.049, 0.186], [-0.245, -0.316, 0.017]],
  "lowdin_charge": [-0.121, -0.249, -0.210, 0.061, -0.495, 0.005, -0.004, 0.069, 0.064, 0.071, 0.105, 0.110, 0.109, 0.119, 0.136, 0.084, 0.065, 0.083]
}

{
  "formula": "C29H35N2",
  "method": "wB97M-V/def2-TZVPD",
  "e_tot_ha": -1235.24646,
  "charge": 1,
  "relative_energy_kcal_mol": 35.20,
  "homo_ev": -10.20,
  "elements": ["C", "N", "N", "C", "C", "C", "C", "C", "C", "H", "H", "H", "H", "H", "H", "C", "C", "C", "C", "C", "C", "C", "C", "C", "C", "C", "C", "C", "C", "C", "C", "C", "C", "C", "C", "C", "C", "H", "H", "H", "H", "H", "H", "H", "H", "H", "H", "H", "H", "H", "H", "H", "H", "H", "H", "H", "H", "H", "H", "H", "H", "H", "H", "H", "H", "H"],
  "positions_angstrom": [[-0.2419, 2.8461, 0.1465], [-1.5810, 2.9477, 0.0953], [-2.6662, 3.1958, -0.2276], [0.4078, 3.0609, 1.4092], [1.7749, 3.4536, 1.4625], [2.4348, 3.5647, 2.6813], [1.7270, 3.3778, 3.8776], [0.3437, 3.1457, 3.8445], [-0.3199, 3.0187, 2.6235], [0.3209, 3.0662, -0.7641], [2.2797, 3.7039, 0.5268], [3.5076, 3.7818, 2.7039], [2.2525, 3.4108, 4.8319], [-0.2197, 3.0490, 4.7776], [-1.4083, 2.9350, 2.5951], [-0.4824, -2.8692, 4.5663], [0.0449, -2.7568, 3.1727], [0.7605, -1.6244, 2.7981], [1.3202, -1.5004, 1.5274], [2.1080, -0.2421, 1.2866], [1.0963, -2.5129, 0.5746], [1.6430, -2.3569, -0.8439], [3.1776, -2.4951, -0.8881], [1.1627, -1.0454, -1.5516], [-0.2841, -0.7845, -1.4579], [-1.0367, 0.1436, -2.1763], [-2.4730, -0.0307, -2.2749], [-3.1462, -1.2608, -1.7413], [-3.2429, 0.9441, -2.8809], [-2.6813, 2.1162, -3.4015], [-3.5586, 3.2086, -3.8954], [-1.2886, 2.2530, -3.4095], [-0.4576, 1.2973, -2.8451], [1.0200, 1.5303, -2.8900], [0.3638, -3.6620, 0.9394], [0.1122, -4.7950, -0.0231], [-0.1603, -3.7672, 2.2289], [-1.0255, -3.8086, 4.6950], [0.3405, -2.8323, 5.2926], [-1.1555, -2.0321, 4.7926], [0.9174, -0.8131, 3.5139], [2.7355, -0.2543, 0.3944], [1.4386, 0.6304, 1.2403], [2.7864, -0.0648, 2.1346], [1.2438, -3.1741, -1.4586], [3.4855, -3.4328, -0.4062], [3.5412, -2.5147, -1.9241], [3.6787, -1.6784, -0.3581], [1.7541, -0.2067, -1.1651], [1.4434, -1.1586, -2.6137], [-0.8367, -1.5794, -0.9314], [-4.2342, -1.1449, -1.8154], [-2.8870, -2.1729, -2.3012], [-2.9053, -1.4254, -0.6844], [-4.3276, 0.8160, -2.9145], [-2.9496, 4.0300, -4.2776], [-4.2225, 2.8543, -4.6907], [-4.1869, 3.5900, -3.0824], [-0.8496, 3.1556, -3.8545], [1.2503, 2.4171, -3.4989], [1.4053, 1.7303, -1.8799], [1.5700, 0.6842, -3.3237], [-0.4543, -5.5770, 0.4959], [-0.4854, -4.4821, -0.8928], [1.0497, -5.2452, -0.3803], [-0.7301, -4.6582, 2.4955]],
  "forces_ev_per_angstrom": [[-1.564, 0.458, -0.128], [-0.874, 1.534, -2.340], [2.975, -1.396, 1.444], [0.569, 0.764, 1.762], [-0.788, -0.445, -0.174], [-0.238, -0.080, 0.246], [-0.091, -0.197, -0.195], [0.234, 0.026, -0.169], [0.584, -0.033, -0.192], [-0.792, -0.184, 0.098], [0.041, -0.318, 0.234], [-0.467, 0.037, -0.004], [-0.169, 0.084, -0.253], [0.222, 0.124, -0.352], [0.304, -0.287, 0.096], [-0.138, -0.004, 0.301], [-0.018, 0.034, -0.315], [0.102, -0.218, -0.119], [-0.398, -0.277, 0.100], [0.301, 0.445, 0.137], [0.059, 0.261, -0.053], [-0.253, -0.083, 0.088], [-0.032, -0.035, -0.134], [0.908, -0.626, 0.598], [-0.557, -0.558, -1.299], [0.155, 0.082, 0.087], [-0.221, 0.155, 0.100], [-0.420, -0.139, 0.140], [-0.051, -0.466, 0.258], [0.045, -0.235, 0.304], [0.115, 0.276, -0.243], [0.477, -0.067, 0.087], [-0.040, 0.201, -0.096], [0.301, 0.437, -0.302], [-0.059, 0.332, 0.061], [-0.084, -0.225, 0.015], [0.293, 0.333, -0.008], [0.038, 0.155, 0.117], [-0.218, -0.058, -0.127], [0.094, -0.215, 0.007], [-0.031, -0.262, -0.103], [-0.165, 0.060, 0.305], [0.190, -0.185, -0.047], [-0.221, -0.024, -0.214], [0.030, 0.111, 0.198], [-0.137, 0.236, -0.148], [-0.042, 0.036, 0.191], [-0.040, -0.250, -0.172], [-0.256, -0.049, -0.241], [-0.204, 0.288, 0.203], [0.152, 0.563, -0.012], [0.291, -0.035, 0.054], [0.097, 0.348, 0.139], [-0.046, -0.028, -0.177], [0.346, 0.026, -0.022], [-0.204, -0.023, -0.014], [0.057, 0.019, 0.123], [0.068, -0.118, -0.074], [-0.150, -0.462, 0.186], [-0.167, -0.280, 0.186], [0.050, -0.266, -0.254], [-0.204, 0.342, 0.182], [0.141, 0.115, -0.217], [0.212, -0.099, 0.141], [-0.268, 0.136, -0.004], [0.155, 0.208, 0.013]],
  "lowdin_charge": [-0.107, -0.064, 0.242, -0.267, -0.060, -0.084, -0.086, -0.079, -0.047, 0.107, 0.110, 0.111, 0.104, 0.109, 0.104, -0.050, -0.265, -0.005, -0.193, -0.033, -0.139, -0.299, -0.034, -0.135, 0.143, -0.102, -0.161, -0.025, 0.012, -0.222, -0.016, 0.010, -0.162, -0.030, -0.215, -0.045, 0.000, 0.078, 0.091, 0.087, 0.129, 0.048, 0.074, 0.103, 0.121, 0.097, 0.087, 0.071, 0.100, 0.145, 0.132, 0.092, 0.107, 0.097, 0.138, 0.089, 0.105, 0.104, 0.135, 0.101, 0.079, 0.092, 0.081, 0.079, 0.092, 0.118]
}

{
  "formula": "ClI2PS",
  "method": "wB97M-V/def2-TZVPD",
  "e_tot_ha": -1795.10547,
  "relative_energy_kcal_mol": 29.36,
  "homo_ev": -8.32,
  "elements": ["P", "S", "Cl", "I", "I"],
  "positions_angstrom": [[0.8881, -0.4055, -0.8423], [-0.4507, 0.5099, 2.4287], [0.8513, 1.4005, -0.0291], [-0.6452, -0.1453, -2.7069], [-0.6435, -1.3595, 1.1495]],
  "forces_ev_per_angstrom": [[0.033, -0.156, -0.123], [-0.407, -0.126, 0.591], [0.466, 0.438, -0.360], [-0.136, -0.109, 0.050], [0.044, -0.046, -0.159]],
  "lowdin_charge": [-0.298, -0.391, 0.001, 0.269, 0.419]
}

{
  "formula": "C2H5N3S",
  "method": "wB97M-V/def2-TZVPD",
  "e_tot_ha": -641.61053,
  "relative_energy_kcal_mol": 46.13,
  "homo_ev": -8.61,
  "elements": ["C", "C", "H", "H", "H", "H", "H", "N", "N", "N", "S"],
  "positions_angstrom": [[-0.7120, 0.1242, -0.0759], [1.7200, 0.5307, 0.0098], [-4.0590, -0.7037, -0.0409], [-0.7039, 1.2338, -0.0630], [0.5444, -1.2578, 0.3960], [1.6980, 1.6324, 0.0578], [2.9051, -0.9386, -0.1954], [-1.6674, -0.6891, -0.1195], [0.5744, -0.2871, 0.1334], [2.8657, 0.0487, -0.0985], [-3.1653, 0.3064, -0.0038]],
  "forces_ev_per_angstrom": [[1.662, 1.795, 0.521], [-0.309, -0.997, 0.321], [0.352, 0.103, -0.063], [-0.827, -0.373, -0.311], [1.206, -0.325, -0.093], [-1.029, -0.552, 0.012], [-0.128, -1.138, 0.052], [-2.138, 0.890, 0.249], [-0.663, 0.609, -0.276], [1.419, 1.035, -0.187], [0.454, -1.046, -0.224]],
  "lowdin_charge": [-0.451, -0.284, -0.166, 0.114, 0.139, 0.127, 0.031, -0.292, 0.029, 0.087, 0.666]
}

{
  "formula": "C5H10NO2S",
  "method": "wB97M-V/def2-TZVPD",
  "e_tot_ha": -799.49934,
  "charge": 1,
  "relative_energy_kcal_mol": 119.80,
  "homo_ev": -13.52,
  "elements": ["C", "C", "C", "C", "C", "N", "O", "O", "S", "H", "H", "H", "H", "H", "H", "H", "H", "H", "H"],
  "positions_angstrom": [[-1.2607, -1.6582, -0.0529], [1.2856, 2.2643, 0.8532], [-1.1384, -0.4060, 0.2877], [-2.3314, 0.5130, 0.1934], [1.4628, -1.0251, -1.3152], [0.0921, -0.0638, 0.8871], [1.7949, 1.7627, -0.1145], [2.5889, -0.2827, 1.1443], [1.4485, -0.2874, 0.2881], [-0.3973, -2.3507, 0.0043], [-2.1253, -2.0519, -0.5003], [1.4980, 3.2817, 0.9738], [0.7972, 1.6891, 1.5767], [-2.9894, 0.0575, 0.9052], [-2.9276, 0.3466, -0.6499], [-2.1625, 1.6069, 0.3636], [2.4555, -0.7991, -1.8033], [1.2572, -2.0629, -1.1672], [0.6521, -0.5340, -1.8741]],
  "forces_ev_per_angstrom": [[1.517, -1.932, -0.677], [1.463, 1.241, -0.434], [-0.230, 0.322, -0.622], [1.074, 0.882, 1.709], [1.356, 1.487, -0.962], [1.100, -0.198, 0.009], [0.108, -1.039, -1.491], [-0.184, -0.742, -0.727], [-1.356, 0.700, 1.436], [-0.918, 0.349, 0.339], [-1.114, -0.376, -0.350], [-0.152, 1.853, 0.451], [-1.167, -0.662, 1.255], [-0.527, 0.607, 1.199], [-0.160, -0.027, -1.949], [-0.151, -1.146, -0.018], [-0.978, -0.418, 0.685], [0.159, -0.673, -0.102], [0.161, -0.230, 0.249]],
  "lowdin_charge": [0.058, 0.017, -0.428, -0.009, -0.101, -0.137, -0.009, -0.220, 0.921, 0.083, 0.080, 0.117, 0.079, 0.088, 0.069, 0.105, 0.121, 0.063, 0.101]
}

{
  "formula": "H4O2",
  "method": "wB97M-V/def2-TZVPD",
  "e_tot_ha": -152.87053,
  "relative_energy_kcal_mol": 2.77,
  "homo_ev": -10.91,
  "elements": ["H", "H", "H", "H", "O", "O"],
  "positions_angstrom": [[-0.0797, 0.0450, 1.4422], [-1.2213, 0.9784, 1.3446], [0.0772, -0.0919, -0.8771], [1.2467, -0.9773, -1.1112], [-0.7105, 0.4013, 0.7922], [0.6875, -0.3555, -1.5907]],
  "forces_ev_per_angstrom": [[-0.136, -0.019, -0.501], [-0.707, 0.658, 0.122], [0.013, 0.221, -0.524], [0.185, -0.062, -0.361], [0.796, -0.647, 0.545], [-0.151, -0.151, 0.719]],
  "lowdin_charge": [0.065, 0.040, -0.012, 0.026, -0.042, -0.076]
}

{
  "formula": "C25H19N6Sn",
  "method": "wB97M-V/def2-TZVPD",
  "e_tot_ha": -1505.87122,
  "charge": 3,
  "homo_ev": [-17.19, -17.26],
  "elements": ["Sn", "N", "C", "N", "C", "N", "N", "C", "C", "C", "C", "C", "C", "N", "C", "C", "C", "C", "C", "C", "H", "H", "H", "H", "H", "H", "H", "H", "H", "H", "H", "C", "C", "C", "C", "N", "C", "C", "C", "C", "C", "C", "C", "H", "H", "H", "H", "H", "H", "H", "H"],
  "positions_angstrom": [[0.3232, -1.1412, -1.0853], [-1.8176, 2.7563, -2.4696], [-1.2076, 1.5987, -2.2965], [-1.0415, 1.0304, -1.1129], [-1.5383, 1.6771, -0.0277], [-1.4641, 1.1207, 1.2128], [-0.4986, 0.3761, 1.5834], [-0.3587, -0.8255, 1.9848], [-1.3349, -1.8612, 1.5575], [-2.0859, -2.6004, 2.4434], [-3.0490, -3.4623, 1.9189], [-3.2072, -3.5526, 0.5458], [-2.3780, -2.8084, -0.2776], [-1.4538, -1.9802, 0.2194], [-2.2116, 2.9191, -0.1291], [-2.7203, 3.6293, 0.9839], [-3.3317, 4.8348, 0.7847], [-3.4580, 5.3715, -0.5166], [-2.9704, 4.7084, -1.6193], [-2.3462, 3.4838, -1.4169], [-1.9232, 3.1128, -3.4148], [-0.8497, 1.0953, -3.1870], [0.5011, -1.0458, 2.6104], [-1.9497, -2.4904, 3.5112], [-3.6673, -4.0529, 2.5825], [-3.9482, -4.2068, 0.1078], [-2.4358, -2.8924, -1.3568], [-2.6281, 3.2068, 1.9740], [-3.7274, 5.3859, 1.6268], [-3.9527, 6.3250, -0.6512], [-3.0698, 5.1266, -2.6132], [3.1332, 2.2657, 0.1357], [4.3552, 1.6031, 0.1922], [4.3886, 0.2321, 0.0279], [3.2081, -0.4582, -0.2029], [2.0272, 0.1878, -0.2754], [2.0017, 1.5246, -0.1034], [3.1534, -1.9271, -0.3281], [4.2754, -2.7544, -0.4616], [4.1391, -4.1347, -0.4755], [2.8893, -4.7350, -0.3656], [1.7372, -3.9507, -0.2593], [1.9564, -2.5991, -0.2842], [3.0634, 3.3347, 0.2777], [5.2711, 2.1508, 0.3713], [5.3262, -0.2996, 0.0935], [1.0398, 2.0091, -0.1551], [5.2615, -2.3160, -0.5480], [5.0229, -4.7517, -0.5595], [2.7921, -5.8130, -0.3741], [0.7597, -4.4066, -0.1785]],
  "forces_ev_per_angstrom": [[0.449, -0.283, 0.226], [-0.044, -0.071, 0.019], [-0.078, -0.087, -0.045], [0.268, 0.031, 0.083], [-0.100, -0.182, 0.478], [0.087, -0.045, -0.262], [0.026, -0.026, 0.075], [-0.210, 0.226, -0.067], [0.077, 0.052, 0.079], [-0.100, -0.059, -0.038], [0.028, 0.019, 0.041], [-0.003, -0.026, -0.025], [0.053, -0.101, -0.018], [0.104, 0.271, 0.096], [-0.122, 0.122, 0.085], [0.023, -0.132, -0.051], [-0.039, 0.085, -0.110], [-0.043, 0.027, 0.110], [0.012, -0.029, -0.025], [0.010, 0.038, -0.104], [0.018, 0.025, -0.005], [0.055, 0.002, 0.011], [0.041, -0.043, -0.075], [0.006, -0.008, -0.011], [-0.004, 0.009, -0.003], [0.003, 0.000, 0.005], [-0.009, 0.016, 0.002], [0.017, -0.005, -0.002], [-0.005, 0.009, -0.012], [0.009, -0.001, 0.018], [0.001, -0.005, 0.006], [0.007, -0.013, 0.008], [0.030, 0.037, 0.004], [0.053, 0.023, 0.007], [-0.068, -0.115, -0.071], [-0.178, 0.399, -0.087], [0.121, -0.054, -0.025], [0.297, -0.274, -0.195], [0.115, 0.073, 0.177], [-0.114, 0.011, -0.019], [0.016, -0.062, 0.206], [0.357, -0.074, -0.182], [-1.115, 0.263, -0.185], [0.003, -0.006, -0.003], [-0.008, 0.004, 0.008], [-0.016, 0.000, 0.004], [-0.052, -0.006, -0.021], [0.006, -0.041, 0.062], [-0.003, -0.012, -0.067], [0.042, -0.002, 0.032], [-0.024, 0.019, -0.134]],
  "lowdin_charge": [1.491, 0.193, -0.094, 0.029, -0.235, 0.174, 0.084, -0.019, -0.258, 0.045, 0.027, 0.012, -0.092, -0.062, -0.062, 0.033, 0.011, 0.032, 0.037, -0.127, 0.198, 0.151, 0.156, 0.144, 0.141, 0.137, 0.128, 0.131, 0.138, 0.142, 0.142, -0.004, 0.023, 0.044, -0.214, -0.059, -0.115, -0.210, 0.023, -0.008, -0.015, -0.080, -0.212, 0.130, 0.140, 0.131, 0.091, 0.129, 0.134, 0.133, 0.114]
}